The ion C5H9N5 with charge +2 in a non-equilibrium geometry. Source: the OMol25 dataset; level of theory: ωB97M-V/def2-TZVPD.

Each atom is followed by the atoms it is bonded to, with distances in Å.
Element x y z (Å)
1 C 1.34092 -1.52867 -1.30369  C2 1.523, H11 1.077, H12 1.042, H13 1.076
2 C -0.01356 -0.84123 -1.19495  C1 1.523, N3 1.441, N10 1.466, H14 1.111
3 N -0.25095 -0.80269 0.22594  C2 1.441, N4 1.293
4 N -0.71951 0.22669 0.85278  N3 1.293, C5 1.390, C6 1.511
5 C -0.90464 0.14931 2.22870  N4 1.390, H15 1.229, H16 1.148, H17 1.122
6 C -1.12246 1.48998 0.12879  N4 1.511, N7 1.741, N9 1.442, H18 1.117
7 N -0.15921 2.93944 0.08590  C6 1.741, C8 1.290
8 C -0.21131 2.87545 -1.20116  N7 1.290, N9 1.524, H19 1.200
9 N -0.60539 1.40301 -1.21492  C6 1.442, C8 1.524, N10 1.233
10 N 0.00809 0.49951 -1.78630  C2 1.466, N9 1.233
11 H 1.94889 -1.05944 -0.54819  C1 1.077
12 H 1.80593 -1.54720 -2.23593  C1 1.042
13 H 1.16926 -2.53529 -0.96525  C1 1.076
14 H -0.77558 -1.45466 -1.72209  C2 1.111
15 H -0.91172 1.30120 2.65613  C5 1.229
16 H -0.10414 -0.48377 2.75337  C5 1.148
17 H -1.88824 -0.35801 2.41532  C5 1.122
18 H -2.15914 1.88293 0.26191  C6 1.117
19 H 0.07246 3.67611 -2.04918  C8 1.200

Computed properties:
E_HOMO: -20.370 eV
Kohn-Sham gap: 9.133 eV
Net charge: +2
LUMO energy: -0.41297 Ha
Energy: -12755.6006 eV
Structure (SMILES): C[C@H]1N=[N+](C)[C@H]2N=C[N+]2=N1